Formula: C31H26F4NO5OsS2
Source: the Open Molecules 2025 dataset
Level of theory: ωB97M-V with the def2-TZVPD basis set

Positions of all 70 atoms, in Å:
Os (0.086, 0.340, 0.019)
S (-0.038, -2.462, 0.396)
C (0.217, -3.278, -1.065)
C (0.198, -4.707, -1.074)
C (0.372, -5.421, -2.222)
C (0.579, -4.758, -3.460)
C (0.616, -3.398, -3.503)
C (0.456, -2.602, -2.321)
S (0.558, -0.928, -2.461)
H (0.035, -5.213, -0.131)
H (0.349, -6.505, -2.188)
H (0.711, -5.332, -4.370)
H (0.775, -2.878, -4.441)
C (-1.091, -1.522, 7.231)
C (-2.205, -0.647, 6.672)
C (-3.564, -1.231, 7.011)
C (-4.680, -0.347, 6.480)
C (-4.513, -0.152, 4.995)
C (-5.593, 0.098, 4.183)
C (-5.417, 0.270, 2.814)
F (-6.505, 0.512, 2.062)
C (-4.191, 0.196, 2.229)
C (-3.076, -0.055, 3.039)
C (-1.749, -0.102, 2.412)
O (-1.691, -0.003, 1.174)
C (-0.639, -0.263, 3.288)
C (-0.887, -0.448, 4.614)
N (-2.098, -0.481, 5.198)
C (-3.231, -0.233, 4.417)
C (0.845, -0.254, 2.922)
O (1.627, -0.518, 3.827)
O (1.195, 0.059, 1.728)
H (-1.318, -1.745, 8.275)
H (-0.113, -1.042, 7.204)
H (-1.029, -2.464, 6.679)
H (-2.138, 0.347, 7.126)
H (-3.632, -1.340, 8.093)
H (-3.638, -2.230, 6.567)
H (-4.646, 0.623, 6.987)
H (-5.657, -0.782, 6.687)
H (-6.590, 0.160, 4.606)
H (-4.050, 0.324, 1.162)
H (-0.021, -0.590, 5.243)
F (2.820, 0.691, -0.897)
C (1.686, 1.420, -0.710)
F (2.042, 2.419, 0.162)
F (1.492, 2.076, -1.910)
C (-5.315, 5.149, -4.421)
C (-4.333, 4.437, -3.521)
C (-4.437, 4.511, -2.142)
C (-3.556, 3.835, -1.299)
C (-3.740, 3.988, 0.195)
C (-2.549, 3.042, -1.865)
C (-2.417, 2.956, -3.262)
C (-1.325, 2.154, -3.935)
C (-3.308, 3.666, -4.060)
C (-1.621, 2.276, -0.964)
O (-1.149, 2.796, 0.054)
O (-1.298, 1.091, -1.364)
H (-5.942, 5.840, -3.855)
H (-5.972, 4.432, -4.920)
H (-4.798, 5.714, -5.201)
H (-5.226, 5.115, -1.699)
H (-4.711, 4.443, 0.405)
H (-2.956, 4.618, 0.617)
H (-3.671, 3.035, 0.718)
H (-0.351, 2.333, -3.475)
H (-1.271, 2.418, -4.993)
H (-1.506, 1.082, -3.845)
H (-3.199, 3.613, -5.142)

Summary:
multiplicity	5
orbital gap (alpha / beta)	6.3 / 5.8	eV
net charge	-1
<S²>	6.04
E_HOMO (alpha / beta)	-4.346 / -4.758	eV
energy above the lowest of the compared OMol25 structures with the same formula, charge and spin	22.15	kcal per mole



Formula: C31H26FO6P3S2
Source: the Open Molecules 2025 dataset
Level of theory: ωB97M-V with the def2-TZVPD basis set

Positions of all 69 atoms, in Å:
C (-1.933, -4.003, -4.226)
C (-1.124, -2.769, -3.848)
P (0.286, -2.975, -2.649)
C (0.846, -4.693, -3.022)
P (-1.102, -3.325, -0.934)
P (-0.884, -1.332, 0.026)
S (0.785, -0.372, 0.077)
S (-0.002, -4.392, 0.599)
O (0.335, -3.530, 1.684)
O (-0.660, -5.636, 0.817)
F (1.373, -4.767, -0.089)
H (-1.317, -4.772, -4.690)
H (-2.417, -4.433, -3.347)
H (-2.723, -3.741, -4.932)
H (-0.701, -2.269, -4.723)
H (-1.786, -2.028, -3.384)
H (0.982, -4.744, -4.104)
H (1.813, -4.848, -2.549)
H (0.170, -5.492, -2.718)
H (-1.516, -1.598, 1.252)
H (-1.922, -0.728, -0.714)
O (-5.453, 5.683, -4.137)
C (-4.853, 4.683, -3.807)
C (-4.754, 4.275, -2.376)
C (-5.382, 5.055, -1.412)
C (-5.316, 4.691, -0.078)
C (-4.624, 3.546, 0.301)
C (-3.993, 2.769, -0.655)
C (-4.054, 3.130, -1.996)
C (-3.355, 2.283, -3.004)
O (-2.720, 1.304, -2.673)
C (-3.465, 2.682, -4.437)
C (-2.840, 1.900, -5.402)
C (-2.942, 2.240, -6.740)
C (-3.669, 3.362, -7.121)
C (-4.288, 4.148, -6.164)
C (-4.187, 3.813, -4.819)
H (-5.914, 5.942, -1.728)
H (-5.804, 5.300, 0.672)
H (-4.575, 3.263, 1.344)
H (-3.441, 1.880, -0.381)
H (-2.279, 1.032, -5.082)
H (-2.455, 1.631, -7.490)
H (-3.751, 3.624, -8.168)
H (-4.855, 5.028, -6.438)
O (7.013, -1.633, 5.179)
C (5.922, -1.102, 5.162)
C (5.761, 0.337, 5.523)
C (6.891, 1.076, 5.858)
C (6.770, 2.417, 6.177)
C (5.520, 3.028, 6.164)
C (4.392, 2.295, 5.839)
C (4.507, 0.948, 5.519)
C (3.272, 0.178, 5.186)
O (2.179, 0.699, 5.232)
C (3.437, -1.252, 4.797)
C (2.312, -1.986, 4.443)
C (2.438, -3.312, 4.067)
C (3.693, -3.911, 4.042)
C (4.819, -3.187, 4.397)
C (4.696, -1.856, 4.778)
H (7.852, 0.580, 5.859)
H (7.650, 2.992, 6.436)
H (5.429, 4.078, 6.409)
H (3.409, 2.748, 5.827)
H (1.347, -1.497, 4.459)
H (1.562, -3.877, 3.787)
H (3.791, -4.945, 3.738)
H (5.804, -3.634, 4.386)

Summary:
multiplicity	1
orbital gap	7.7	eV
E_HOMO	-8.857	eV
structure (SMILES)	CCP(C)#P([PH2]=S)S(=O)(=O)F.O=C1c2ccccc2C(=O)c2ccccc21.O=C1c2ccccc2C(=O)c2ccccc21



Formula: C31H26N10O2SW
Source: the Open Molecules 2025 dataset
Level of theory: ωB97M-V with the def2-TZVPD basis set

Positions of all 71 atoms, in Å:
W (-0.057, -0.636, -0.148)
O (-0.275, -0.301, -1.964)
N (0.561, -0.341, -3.017)
C (0.143, 0.026, -4.250)
C (1.002, -0.042, -5.313)
C (2.323, -0.469, -5.101)
C (2.733, -0.812, -3.833)
C (1.835, -0.759, -2.760)
S (2.207, -1.217, -1.150)
H (-0.884, 0.358, -4.325)
H (0.667, 0.239, -6.300)
H (3.024, -0.524, -5.923)
H (3.741, -1.129, -3.616)
N (0.592, -0.425, 1.614)
C (1.234, -0.186, 2.622)
N (1.715, 0.059, 3.687)
C (2.695, 0.270, 4.506)
N (3.576, 0.472, 5.209)
C (-1.409, -4.415, 1.473)
C (-1.075, -3.102, 1.265)
N (-0.439, -2.677, 0.132)
C (-0.231, -3.586, -0.847)
C (-0.623, -4.940, -0.728)
C (-1.199, -5.355, 0.456)
C (-0.548, -5.790, -1.916)
C (-1.048, -5.406, -3.100)
C (-1.772, -4.167, -3.328)
C (-2.605, -3.990, -4.443)
C (-3.202, -2.748, -4.599)
N (-3.092, -1.793, -3.679)
C (-2.390, -2.076, -2.607)
N (-1.685, -3.175, -2.427)
H (-1.856, -4.724, 2.404)
H (-1.281, -2.341, 2.022)
H (0.475, -3.319, -1.629)
H (-1.528, -6.375, 0.584)
H (-0.144, -6.785, -1.800)
H (-1.029, -6.092, -3.933)
H (-2.757, -4.785, -5.154)
H (-3.799, -2.496, -5.464)
H (-2.376, -1.340, -1.789)
C (-8.486, -0.563, -0.341)
C (-7.483, -0.468, 0.744)
C (-7.201, -1.556, 1.581)
C (-6.245, -1.462, 2.565)
C (-5.533, -0.268, 2.754)
N (-4.558, -0.267, 3.751)
C (-3.595, 0.611, 4.122)
O (-2.904, 0.454, 5.089)
N (-3.388, 1.773, 3.285)
C (-2.623, 1.816, 2.171)
C (-2.073, 3.044, 1.745)
C (-1.313, 3.089, 0.596)
C (-1.102, 1.923, -0.133)
N (-1.631, 0.732, 0.249)
C (-2.367, 0.680, 1.374)
C (-5.843, 0.842, 1.958)
C (-6.799, 0.734, 0.974)
H (-8.785, -1.590, -0.531)
H (-8.109, -0.102, -1.256)
H (-9.384, 0.000, -0.068)
H (-7.744, -2.478, 1.451)
H (-6.050, -2.308, 3.206)
H (-4.630, -1.035, 4.416)
H (-3.377, 2.622, 3.843)
H (-2.255, 3.945, 2.313)
H (-0.894, 4.026, 0.263)
H (-0.580, 1.957, -1.097)
H (-2.821, -0.278, 1.609)
H (-5.375, 1.795, 2.137)
H (-7.041, 1.598, 0.374)

Summary:
multiplicity	2
orbital gap (alpha / beta)	3.1 / 3.4	eV
net charge	+3
<S²>	0.76
E_HOMO (alpha / beta)	-14.586 / -14.585	eV



Formula: C31H26N4NaO2P
Source: the Open Molecules 2025 dataset
Level of theory: ωB97M-V with the def2-TZVPD basis set

Positions of all 65 atoms, in Å:
Na (-2.496, -1.340, 0.158)
O (-4.368, -4.609, 2.451)
C (-3.724, -3.721, 1.784)
N (-3.684, -2.413, 1.964)
C (-4.470, -1.794, 2.982)
C (-4.590, -0.332, 2.690)
C (-5.718, 0.378, 3.052)
C (-5.906, 1.645, 2.538)
C (-4.896, 2.309, 1.858)
C (-3.754, 1.572, 1.666)
N (-3.688, 0.271, 1.891)
C (-2.908, -4.342, 0.675)
C (-2.709, -5.739, 0.531)
C (-1.982, -6.229, -0.520)
C (-1.439, -5.330, -1.478)
C (-1.549, -4.019, -1.151)
N (-2.268, -3.501, -0.155)
H (-4.229, -2.061, 4.055)
H (-5.540, -2.183, 2.832)
H (-6.440, -0.133, 3.715)
H (-6.910, 2.042, 2.631)
H (-4.926, 3.334, 1.509)
H (-2.878, 2.094, 1.300)
H (-3.125, -6.450, 1.272)
H (-1.838, -7.305, -0.639)
H (-1.017, -5.677, -2.420)
H (-1.048, -3.298, -1.816)
O (1.737, -0.822, 0.397)
N (2.081, 0.553, 0.603)
C (2.199, 1.198, 1.765)
C (2.717, 2.560, 1.605)
C (3.095, 3.464, 2.609)
C (3.690, 4.718, 2.262)
C (4.021, 4.998, 0.966)
C (3.641, 4.159, -0.058)
C (3.008, 2.901, 0.251)
P (2.509, 1.620, -0.845)
C (3.829, 0.736, -1.695)
C (4.378, 1.364, -2.839)
C (5.410, 0.773, -3.563)
C (5.895, -0.442, -3.120)
C (5.541, -0.994, -1.887)
C (4.507, -0.381, -1.177)
C (0.922, 1.541, -1.664)
C (0.825, 1.329, -3.064)
C (-0.334, 0.826, -3.627)
C (-1.532, 0.730, -2.876)
C (-1.491, 1.093, -1.496)
C (-0.244, 1.402, -0.915)
H (1.872, -1.254, 1.270)
H (1.942, 0.804, 2.755)
H (2.811, 3.326, 3.638)
H (4.006, 5.415, 3.073)
H (4.518, 5.924, 0.753)
H (3.726, 4.377, -1.096)
H (4.089, 2.331, -3.089)
H (5.729, 1.287, -4.514)
H (6.573, -1.054, -3.754)
H (6.060, -1.913, -1.495)
H (4.082, -0.636, -0.201)
H (1.641, 1.415, -3.740)
H (-0.356, 0.544, -4.702)
H (-2.496, 0.321, -3.193)
H (-2.363, 1.160, -0.865)
H (-0.137, 1.456, 0.152)

Summary:
multiplicity	1
orbital gap (alpha / beta)	4.5 / 5.3	eV
E_HOMO (alpha / beta)	-5.016 / -5.521	eV



| no. | total energy (hartree) |
| --- | --- |
| 1 | -2914.509037 |
| 2 | -3568.690567 |
| 3 | -2359.184928 |
| 4 | -2069.873769 |